The following is a quantum chemistry calculation of C23H48Cl40I2NO2P2S as an isolated structure in a non-equilibrium geometry, from OMol25.

Structure (XYZ):
```
119
Properties=species:S:1:pos:R:3
C 0.73758 -0.27957 3.54971
C 0.20697 -0.16103 2.18085
I 1.21255 1.03274 0.83455
C -0.83410 -0.78454 1.81052
I -1.68015 -0.73779 -0.10918
S -1.67070 -1.77577 2.98345
P -1.19999 -3.85306 2.61581
O -0.96828 -4.11021 1.24495
P -3.86405 -1.44157 2.59184
N -4.49563 -2.78762 3.30287
O -4.20686 -0.25997 3.58487
H 0.56619 -1.27188 3.87973
H 0.18142 0.36168 4.19745
H 1.78310 -0.10531 3.61456
H -2.32858 -4.50160 3.12293
H -0.08595 -4.13922 3.41205
H -4.79073 -2.55269 4.25266
H -5.33688 -2.97640 2.76880
H -4.10980 0.56862 3.08286
C -4.11687 -0.12866 7.37427
Cl -4.99387 1.27669 7.97575
Cl -5.07965 -1.61237 7.46276
H -3.85428 0.05378 6.33978
H -3.22505 -0.26170 7.97330
C 4.74965 2.88516 0.09211
Cl 5.84594 1.58849 -0.35074
Cl 3.32794 2.91571 -0.97264
H 4.41703 2.73784 1.11275
H 5.26651 3.83191 -0.00545
C 2.85751 -2.12525 5.98980
Cl 1.99922 -0.63882 6.39888
Cl 1.80492 -3.54628 6.13276
H 3.20313 -2.06057 4.96561
H 3.69563 -2.24144 6.66392
C 1.13238 2.14291 -3.93836
Cl 1.13669 1.63696 -5.62126
Cl 0.21180 1.01956 -2.92384
H 2.15529 2.17733 -3.58449
H 0.67749 3.12335 -3.86770
C -6.34392 -5.10070 5.64597
Cl -6.07998 -4.48146 7.27570
Cl -7.31496 -4.01719 4.63035
H -5.38275 -5.25276 5.17307
H -6.87643 -6.03925 5.72468
C 4.01611 -1.29698 -4.82104
Cl 3.76911 -0.15567 -3.49450
Cl 4.76292 -0.51197 -6.21388
H 4.66440 -2.09278 -4.47908
H 3.05562 -1.69745 -5.11876
C 2.16529 -5.75364 8.91052
Cl 2.57448 -4.59032 10.17481
Cl 0.81844 -6.79951 9.37851
H 1.87856 -5.19956 8.02722
H 3.03168 -6.37124 8.71271
C 4.84228 -2.51292 -9.59396
Cl 6.38458 -2.71944 -10.43085
Cl 4.16331 -4.06227 -9.07599
H 5.00213 -1.89809 -8.71876
H 4.14297 -2.03485 -10.26693
C 3.98190 4.16729 -6.87066
Cl 3.44467 3.16676 -8.22459
Cl 4.26294 3.20932 -5.41163
H 4.90885 4.65326 -7.14472
H 3.21736 4.90375 -6.65824
C 9.89366 2.60996 -0.54028
Cl 8.71046 3.49016 0.43906
Cl 9.30083 2.34249 -2.18228
H 10.80556 3.19011 -0.58445
H 10.07928 1.64974 -0.07751
C 1.59679 6.20559 -1.77063
Cl 0.30033 7.00258 -0.86318
Cl 1.15121 5.96095 -3.46072
H 2.48203 6.82654 -1.72604
H 1.78783 5.24336 -1.31566
C 9.78532 3.43310 -6.26861
Cl 9.11502 5.04593 -5.99589
Cl 8.82550 2.17742 -5.47949
H 9.79798 3.23900 -7.33269
H 10.78925 3.40356 -5.86645
C -2.23001 5.76007 -6.11953
Cl -2.01649 7.32154 -5.31838
Cl -0.89066 4.65585 -5.78498
H -3.14483 5.30864 -5.75863
H -2.28311 5.92170 -7.18781
C -1.48342 -0.90563 -7.71248
Cl -2.10077 0.31556 -6.59192
Cl -0.21242 -0.25338 -8.75757
H -1.07064 -1.72375 -7.13632
H -2.30441 -1.25031 -8.32904
C -3.62603 4.46784 6.64328
Cl -3.74321 3.15425 5.46002
Cl -4.33741 5.96330 6.04304
H -4.15445 4.16368 7.53774
H -2.58038 4.64043 6.86031
C 0.20176 4.96948 2.47851
Cl 1.78017 4.81728 1.70589
Cl -0.46419 3.40075 2.96780
H 0.30537 5.58571 3.36147
H -0.48187 5.42683 1.77340
C -5.72255 -8.56373 6.97768
Cl -6.82218 -7.78369 8.11479
Cl -6.45296 -8.78147 5.37424
H -4.83683 -7.94938 6.87459
H -5.46050 -9.53958 7.36380
C -5.33061 -2.93533 -7.70258
Cl -4.46953 -4.31999 -7.02263
Cl -4.42602 -2.17771 -9.01981
H -6.28247 -3.27281 -8.09006
H -5.47727 -2.20132 -6.92130
C -6.21264 -6.96852 1.83641
Cl -5.54379 -5.44036 2.45175
Cl -7.39406 -6.69325 0.56146
H -5.40064 -7.56349 1.44030
H -6.69555 -7.48201 2.65752
C -3.23310 5.74249 -1.15815
Cl -3.66661 4.68918 -2.50773
Cl -3.05643 4.82997 0.35368
H -2.28928 6.22157 -1.38364
H -4.01382 6.47941 -1.02524
```

**Total charge**: +1
**LUMO level**: -3.18 eV
**HOMO-LUMO gap**: 8.3 eV